Density functional theory data (the ωB97M-V functional and the def2-TZVPD basis) for a 11-piece molecular cluster, C51H110O39P6 overall at a distorted geometry.

```
206
Properties=species:S:1:pos:R:3:forces:R:3:lowdin_charge:R:1
C -0.08046 -1.29430 1.38337 0.9143 0.0413 1.0384 -0.0996
C 0.97357 -1.24674 0.28168 0.4045 1.5230 2.5654 -0.1570
O 0.31286 -1.80855 -0.74606 -1.1254 -1.6230 -3.6960 0.0399
C -1.02866 -1.84310 -0.55866 -1.4242 -1.6354 -2.5451 -0.5384
O -1.86060 -2.20950 -1.39943 2.4320 1.1645 2.3364 0.1051
O -1.25978 -1.52800 0.68805 -2.5111 0.2046 -0.2019 0.0840
H -0.20912 -0.32470 1.86445 0.2640 -0.4288 0.5976 0.1273
H 0.04830 -2.16610 2.02484 0.1967 0.5351 0.5771 0.1143
H 1.86327 -1.80114 0.58027 0.0326 0.2507 -0.3457 0.1046
H 1.15079 -0.19397 0.06175 0.6964 0.0585 -0.1740 0.1291
C -3.87281 -3.54724 3.75693 -2.6444 -0.9833 -0.4664 -0.1447
C -3.71298 -5.07560 3.76635 -0.9691 -0.2698 0.2330 -0.1226
O -2.34347 -5.25914 3.60927 2.8620 1.9511 0.0971 0.0343
C -1.71216 -4.01164 3.77926 4.5216 -0.5781 -1.0190 -0.4310
O -0.46445 -3.80600 3.73182 -5.1315 -1.4600 0.2955 0.0802
O -2.60104 -3.03927 3.88732 1.6076 0.2251 0.6820 0.0872
H -4.55070 -3.22533 4.54746 0.2269 0.2501 -0.1101 0.1230
H -4.26937 -3.21794 2.79651 -0.0788 0.1079 0.1684 0.1043
H -4.21688 -5.60018 2.95456 -0.1525 0.2673 -0.0486 0.1324
H -3.99735 -5.56873 4.69591 -0.2356 0.2650 0.1363 0.1333
C 1.74597 -0.92111 6.43785 -1.0410 -0.4263 -0.0377 -0.1184
C 0.80804 -1.82763 5.70163 -0.9113 -1.3387 0.5558 -0.1508
O 0.98849 -1.56259 4.31792 1.4633 0.4469 -0.3647 0.0272
C 2.26183 -1.09541 4.20275 0.5918 0.8976 -1.1804 -0.4866
O 2.92094 -0.96058 3.17021 -1.9304 -0.5542 2.3156 0.1069
O 2.70655 -0.68649 5.42438 0.9379 0.2232 -0.5097 0.0734
H 2.12297 -1.51363 7.27146 0.5902 0.5012 -0.0079 0.1366
H 1.22862 -0.03294 6.80062 0.5423 0.3961 -0.2543 0.1110
H -0.23702 -1.77439 6.00675 0.0601 0.3244 -0.4012 0.1366
H 1.15042 -2.84220 5.90545 -0.1961 -0.2902 -0.3521 0.1311
C -0.28384 -6.15429 0.97078 -1.7120 1.7205 -1.1708 -0.0988
C -1.51521 -5.88358 0.04170 0.3970 0.6655 1.9024 -0.1278
O -1.45875 -6.95572 -0.86655 0.7208 -0.3076 -1.3261 0.0534
C -0.10167 -7.29208 -1.02361 -1.1489 -0.7975 0.3020 -0.5300
O 0.43576 -7.96345 -1.85246 -1.1848 0.7687 0.2098 0.1727
O 0.52134 -6.82499 0.03862 2.2434 -0.2575 1.3036 0.0517
H -0.57782 -6.64513 1.89855 0.5016 -0.7435 -0.2982 0.1277
H 0.17856 -5.20079 1.22602 0.2031 -0.1678 0.1208 0.1081
H -1.43873 -4.89379 -0.40840 0.1983 -0.1516 -0.6396 0.1170
H -2.42043 -5.82868 0.64638 -0.2665 -0.6770 -0.3473 0.1182
C 5.85573 -1.24471 0.58343 -0.0103 0.5570 0.0140 -0.1040
C 4.68384 -0.31181 0.14145 -0.0142 -1.1537 0.8981 -0.0943
O 5.29252 0.83170 -0.47391 0.5858 -1.4393 -0.1289 0.0210
C 6.65536 0.58260 -0.57549 -0.0439 1.3229 2.1588 -0.5137
O 7.43972 1.45891 -0.79798 -0.5056 -1.1382 -0.8582 0.1661
O 6.95620 -0.63346 -0.06448 0.8280 0.4906 -1.2568 0.0521
H 5.80135 -2.29063 0.28145 -0.3306 0.2850 -0.3058 0.0832
H 6.11682 -1.26694 1.64145 -0.5160 0.2328 0.1281 0.1353
H 4.09886 -0.02187 1.01428 0.0560 0.2494 -0.1386 0.0925
H 4.03700 -0.89316 -0.51559 -0.0391 0.4749 -0.4955 0.1200
C 8.31784 -5.48946 -0.85795 0.0801 -0.1089 1.3524 -0.0537
C 7.45610 -4.30605 -0.51062 0.1031 1.4890 -1.4826 -0.2892
O 6.10805 -4.73607 -0.28458 -0.8248 0.2051 1.4219 -0.1922
P 5.54670 -4.97292 1.23225 -0.8688 -1.1919 -1.7726 0.4683
O 5.87368 -3.95863 2.22506 0.4247 0.3656 0.2139 -0.2098
O 3.96479 -5.16880 0.97203 1.7315 -0.5281 0.9452 -0.1720
C 3.13479 -4.03617 0.71861 -0.8368 -0.6657 -1.3094 -0.2398
C 2.68670 -4.27786 -0.74935 -0.1857 0.9434 -0.0512 -0.0333
O 6.03661 -6.46583 1.53670 -1.9701 1.7472 -2.3234 -0.1619
C 6.84020 -6.76145 2.59577 0.7657 -0.6988 2.3613 -0.3276
C 6.18207 -7.89639 3.36976 0.6610 -0.4065 -0.3930 -0.0585
H 8.38891 -6.02898 0.08650 0.0928 -0.7442 -0.2620 0.0603
H 7.80645 -6.06956 -1.62609 0.1903 -0.0937 0.1337 0.0921
H 9.34733 -5.26627 -1.13799 -0.2028 0.3444 -0.2126 0.0849
H 7.77595 -3.55347 0.21008 0.3249 -0.8066 0.9092 0.1161
H 7.43821 -3.63527 -1.36959 -0.5326 -0.1673 -0.4998 0.1149
H 2.26070 -4.02535 1.36974 0.0905 -0.4727 0.3544 0.1051
H 3.67838 -3.13080 0.98867 0.0446 0.2543 -0.5898 0.0882
H 2.19751 -5.23432 -0.93370 0.7350 -0.5081 0.6792 0.0708
H 1.87492 -3.65900 -1.13162 0.2933 0.8899 0.2599 0.0610
H 3.56364 -4.17024 -1.38771 -0.1500 -0.1311 -0.1678 0.0781
H 7.82676 -7.01433 2.20736 0.1380 -0.2133 0.1934 0.1166
H 6.93786 -5.90757 3.26617 0.1531 0.1734 -0.0577 0.1102
H 6.78038 -8.13420 4.24929 -0.2551 0.0922 0.2126 0.0768
H 5.14489 -7.65418 3.60148 0.1637 0.1325 0.2562 0.0832
H 6.16894 -8.79823 2.75771 -0.0636 -0.0373 -0.0865 0.0762
C -7.43632 -3.22176 0.58249 -0.1904 -0.2571 1.0116 -0.0724
C -6.16274 -2.45192 0.74819 -0.7883 -1.0036 -1.2580 -0.3049
O -6.40256 -1.23806 1.38113 -0.0462 2.2275 2.3728 -0.1920
P -6.81260 -1.05372 2.95587 -1.2088 -0.2908 0.2408 0.5701
O -6.65038 -2.31253 3.73659 0.0031 1.4688 -0.7322 -0.2476
O -5.98910 0.24815 3.48784 -1.3985 -1.8162 -0.4268 -0.2086
C -4.58716 0.21194 3.86000 0.3406 1.6011 -1.3179 -0.1919
C -3.84954 0.85517 2.66095 0.4018 -0.5109 -0.4016 -0.0521
O -8.42959 -0.54401 2.95624 4.7155 -1.1788 0.6558 -0.1869
C -8.89902 0.30204 1.93300 -0.7407 0.3186 -0.8891 -0.2958
C -8.23785 1.67131 1.77249 -0.4288 0.0358 0.7310 -0.0629
H -7.13612 -4.11409 0.03318 -0.7789 -0.0924 -0.2405 0.0892
H -7.77913 -3.48446 1.58327 -0.0273 -0.4637 0.0434 0.0729
H -8.25447 -2.61791 0.18994 0.2328 -0.1966 -0.6985 0.0830
H -5.46881 -3.12869 1.24674 0.3730 0.5194 0.1225 0.0985
H -5.83987 -2.21039 -0.26449 0.6527 0.1737 0.2147 0.1205
H -4.52431 0.89671 4.70573 0.0118 -0.2784 0.1724 0.1053
H -4.19699 -0.76458 4.14683 -0.3237 -0.0660 -0.2017 0.1032
H -2.76207 0.81214 2.72149 0.0711 -0.0731 0.4686 0.0669
H -4.08573 0.35364 1.72245 -0.1820 -0.4279 0.0990 0.0679
H -4.10376 1.89311 2.44615 -0.3076 -0.0146 0.5861 0.0536
H -8.82524 -0.20328 0.97003 -0.2120 -0.2734 -0.0168 0.1015
H -9.92683 0.30269 2.29592 -0.3450 0.8666 -0.9216 0.1259
H -8.49482 2.27064 2.64591 0.4597 0.1211 0.1229 0.0803
H -7.15893 1.59210 1.63917 -0.0148 -0.0518 0.2108 0.0577
H -8.60772 2.23929 0.91885 -0.2825 -0.3831 -0.1706 0.0757
C 2.42734 0.19566 -5.89154 0.2770 -0.8892 -0.2349 -0.0659
C 1.44966 0.86966 -6.88378 1.9105 0.0410 1.3092 -0.2425
O 0.37265 1.37812 -6.12951 -1.0377 1.6241 0.7411 -0.1917
P 0.52066 2.54175 -4.99107 1.1140 -0.6050 -0.3218 0.5059
O -0.58040 3.51004 -4.95311 0.4354 -0.7194 0.0573 -0.2121
O 0.81749 1.70064 -3.62045 0.5535 1.2224 -1.0186 -0.1976
C -0.05891 0.66915 -3.23467 -2.3305 -0.2637 -0.3563 -0.2649
C -1.24053 1.13802 -2.35805 0.4413 -0.1694 0.3892 -0.0433
O 1.99152 3.15119 -5.28139 -1.4138 -0.9783 0.9259 -0.1897
C 2.18427 4.51640 -5.59605 0.6108 1.8231 0.5842 -0.2986
C 2.84788 4.58032 -6.91778 -0.5418 -1.7830 -0.6781 -0.0635
H 3.08657 0.88944 -5.36983 -0.0612 0.4615 -0.4924 0.0543
H 1.97055 -0.31524 -5.04394 -0.5620 -0.3027 -0.3898 0.0678
H 3.06454 -0.52317 -6.40666 0.0578 -0.0619 -0.0383 0.0753
H 2.07742 1.65095 -7.31229 -0.4677 0.4420 -0.2623 0.0927
H 1.06933 0.29069 -7.72536 -0.1548 -0.3599 0.5167 0.1227
H -0.54010 0.26942 -4.12727 0.3107 -0.3508 -0.1939 0.1114
H 0.46868 -0.14473 -2.73730 0.3244 0.2476 -0.0880 0.1104
H -2.07246 0.43560 -2.40919 0.2991 -0.2711 -0.0324 0.0426
H -0.89373 1.16815 -1.32514 -0.2019 0.3105 0.2505 0.0640
H -1.68724 2.09307 -2.63451 0.4700 0.1580 -0.1963 0.0779
H 1.28707 5.12911 -5.50809 -0.2360 -0.3946 -0.0158 0.1207
H 2.95474 4.95721 -4.96347 -0.4444 -0.3135 0.9426 0.0905
H 2.27123 3.90453 -7.54935 -0.4004 0.6763 -0.8566 0.0697
H 2.97713 5.59272 -7.30043 0.3279 -0.3623 -0.0575 0.0947
H 3.70689 3.92758 -6.76242 0.9151 0.8519 -0.3317 0.0845
C -6.55221 3.26108 -7.78084 -1.4210 0.1503 0.6750 -0.0799
C -6.14886 1.97510 -7.10962 1.9915 0.4508 -1.4671 -0.3267
O -6.49098 1.88526 -5.75639 -0.0723 0.7909 2.6964 -0.1970
P -5.44130 2.48201 -4.60250 -0.4867 1.0409 -1.3232 0.5708
O -4.64997 3.69709 -5.07138 -1.7124 -3.2387 1.5483 -0.2493
O -4.65084 1.13531 -4.19879 -0.4505 1.3284 0.1060 -0.2035
C -5.35885 0.03360 -3.56543 0.7353 -1.0328 -1.8679 -0.2519
C -4.28198 -0.98274 -3.23451 -0.7259 0.2979 1.6885 -0.0764
O -6.46022 2.65877 -3.31849 0.8841 0.7720 -0.9681 -0.2070
C -6.13898 3.51086 -2.18676 0.7239 0.0186 1.3340 -0.2369
C -5.05551 2.86210 -1.30146 -0.1974 -1.2443 -0.9592 -0.0673
H -6.24025 3.36019 -8.82053 0.5177 -0.0493 0.2469 0.0818
H -7.64058 3.22898 -7.83104 -0.2542 0.3659 0.0441 0.0723
H -6.26868 4.08545 -7.12652 0.1892 0.2137 -0.4584 0.0711
H -6.55708 1.15904 -7.70587 -0.0478 -0.4098 0.6165 0.1201
H -5.05986 1.94980 -7.14856 0.2056 -0.4551 -0.3485 0.1094
H -6.02316 0.34801 -2.76049 0.4878 0.0819 0.1517 0.1093
H -5.96233 -0.49684 -4.30201 -0.4737 0.6776 -0.3743 0.1133
H -3.52875 -1.20698 -3.98981 -0.2498 0.4718 -0.0993 0.0941
H -3.84168 -0.61775 -2.30660 0.5775 -0.4968 -0.0749 0.0485
H -4.80989 -1.90889 -3.00723 0.1640 -0.2075 0.1503 0.0775
H -5.83694 4.53697 -2.39650 -0.1073 -0.1577 -0.9168 0.1156
H -7.02427 3.57886 -1.55451 -0.3620 -0.0865 -0.5256 0.1069
H -5.49057 1.93430 -0.92995 -0.0027 -0.0755 0.3911 0.0617
H -4.25519 2.50644 -1.95037 0.3497 0.2864 0.0317 0.0553
H -4.61703 3.40550 -0.46448 -0.3817 0.4152 -0.2374 0.0785
C 2.84677 2.20171 2.89926 0.3113 0.5279 -0.6277 -0.0725
C 1.36530 2.16289 3.09171 0.1397 -0.7619 0.7927 -0.2362
O 1.05512 2.76098 4.42518 -2.1765 -1.0859 0.6601 -0.1774
P -0.30313 2.27823 5.26921 0.9551 0.7591 -2.2356 0.5781
O -0.80383 0.90919 4.90858 0.2460 1.9852 0.5495 -0.2438
O 0.07105 2.43817 6.82167 0.8822 0.1693 -2.0885 -0.1949
C -0.88414 2.09007 7.80527 0.1767 0.7979 1.7324 -0.2617
C -0.98782 3.30490 8.76979 -1.0673 0.0557 -0.8246 -0.0520
O -1.30463 3.58177 4.92306 4.0584 -2.0084 0.3366 -0.1871
C -2.58967 3.46569 5.37802 -2.7362 -0.2703 -2.5438 -0.3053
C -3.47517 4.01395 4.18476 -0.3374 0.5563 0.9223 -0.0505
H 3.11698 1.48003 2.12839 -0.0572 -0.0704 0.0152 0.0506
H 2.99305 3.18280 2.44741 1.0203 0.1110 0.4691 0.0814
H 3.45247 1.98039 3.77804 -0.1683 0.2520 -0.0226 0.0956
H 0.98480 2.71791 2.23423 -0.8919 0.3001 0.5663 0.1123
H 1.04417 1.12465 3.00783 -0.5386 0.1200 0.5611 0.0784
H -1.83528 1.83122 7.34005 -0.0432 0.0262 0.2682 0.1018
H -0.49304 1.23454 8.35592 -0.1335 -0.2029 -0.1433 0.1151
H -1.86192 3.21685 9.41501 0.1224 -0.3255 0.2533 0.0765
H -0.11850 3.58723 9.36365 0.1506 -0.6074 -0.1854 0.0810
H -1.22696 4.17818 8.16291 0.1314 0.1206 -0.1582 0.0650
H -2.86207 2.41041 5.39531 -0.1032 -0.1812 0.7244 0.0806
H -2.72103 3.97368 6.33343 -0.3333 0.0315 -0.1040 0.1169
H -3.22185 3.75143 3.15763 0.9615 -0.5768 0.3935 0.0617
H -4.49801 3.64287 4.24949 -0.2272 0.3610 0.4608 0.0673
H -3.44151 5.10317 4.16094 -0.3209 0.0764 0.2758 0.0718
C 3.15629 7.70273 -2.71722 0.7854 0.8105 0.1014 -0.0684
C 4.65897 7.43247 -2.87405 -1.3763 1.0199 0.3603 -0.2976
O 4.74869 6.25535 -3.65099 1.0704 -3.3462 1.3511 -0.1993
P 5.09786 4.89922 -2.75151 -0.6443 -1.0521 -1.7081 0.5582
O 6.25743 5.05222 -1.84650 -1.3459 -0.2429 -0.4632 -0.2299
O 3.62360 4.46835 -2.14390 1.6700 1.3230 0.0182 -0.2076
C 3.37691 3.17553 -1.55788 -0.2546 -0.3450 -0.2248 -0.2561
C 2.04006 3.25986 -0.84634 0.0523 1.3385 0.1972 -0.0575
O 5.24608 3.76827 -3.94318 -0.8064 1.5081 0.7695 -0.2132
C 5.79325 2.44972 -3.74738 1.5198 0.4516 -0.2079 -0.2414
C 7.29538 2.56099 -4.08119 0.1302 -1.2232 1.3663 -0.0646
H 2.67620 6.92646 -2.12138 0.0740 -0.1628 -0.2969 0.0679
H 3.05420 8.62705 -2.14861 -0.2562 0.2229 -0.1443 0.0725
H 2.71254 7.80490 -3.70755 -0.2497 -0.0400 0.1862 0.0771
H 5.21316 8.19792 -3.41725 -0.2982 0.1422 -0.0776 0.1200
H 5.07730 7.41859 -1.86762 0.4485 -0.7014 -0.0998 0.1098
H 3.36872 2.48873 -2.40424 -0.1848 -0.3246 0.1482 0.1076
H 4.13768 2.85561 -0.84586 0.2671 0.3538 -0.1586 0.1050
H 2.09462 4.12580 -0.18659 0.2614 0.1405 0.2933 0.0763
H 1.23791 3.56834 -1.51677 -0.1326 -0.7282 -0.1658 0.0781
H 1.80244 2.43828 -0.17059 -0.0307 -0.3874 -0.5218 0.0564
H 5.63692 2.10530 -2.72511 0.2665 0.2176 0.0981 0.0802
H 5.28638 1.71493 -4.37290 -0.2865 0.4548 -0.3570 0.1089
H 7.81473 1.65606 -3.76577 -0.2333 -0.5631 -0.0787 0.0646
H 7.61005 2.69109 -5.11665 -0.5410 0.5716 0.0730 0.0763
H 7.73607 3.23937 -3.35066 -0.0460 0.6639 -0.5351 0.0730
```
Positions in Å, forces in eV/Å.

## Properties
* SMILES: CCOP(=O)(OCC)OCC.CCOP(=O)(OCC)OCC.CCOP(=O)(OCC)OCC.CCOP(=O)(OCC)OCC.CCOP(=O)(OCC)OCC.CCOP(=O)(OCC)OCC.O=C1OCCO1.O=C1OCCO1.O=C1OCCO1.O=C1OCCO1.O=C1OCCO1
* relative energy (zero: lowest compared OMol25 entry of this formula, charge and spin): 320.9 kJ/mol
* E_tot: -6992.225269 hartree
* orbital gap: 10.12 eV
* E_LUMO: 0.050 eV
* largest force on an atom: 5.343 eV Å⁻¹